No. 1
Formula: C12H22N2O11P2PtSe2
Source: the OMol25 dataset
Level of theory: wB97M-V/def2-TZVPD

Results
total charge = +2
electronic energy = -7012.1931 a.u.
multiplicity = 1

Last column: natural (NBO) charge in e.
Element x y z (Å)
Pt: -0.053 0.662 -0.321  1.29
C: -2.181 -0.184 2.721  -0.68
C: -0.710 -0.006 2.735  0.45
N: 0.042 0.475 1.750  -0.50
C: 1.355 0.441 2.154  -0.04
C: 1.405 -0.019 3.429  0.08
N: 0.104 -0.283 3.766  -0.45
C: 2.483 -0.284 4.439  0.76
O: 3.720 -0.007 4.094  -0.62
O: 2.145 -0.723 5.501  -0.52
C: 2.372 0.820 1.177  0.77
O: 3.547 0.917 1.408  -0.53
O: 1.848 1.095 -0.021  -0.65
H: -2.566 0.028 1.726  0.24
H: -2.659 0.490 3.433  0.27
H: -2.447 -1.204 3.001  0.26
H: -0.147 -0.651 4.679  0.48
H: 3.815 0.331 3.180  0.52
C: 0.227 0.469 -4.220  -0.76
Se: 0.543 1.501 -2.610  0.67
C: -0.986 2.697 -2.772  -0.59
C: -0.863 3.769 -1.715  -0.57
Se: -0.715 2.975 0.080  0.69
C: 0.895 3.888 0.663  -0.78
H: -0.839 0.383 -4.407  0.26
H: 0.683 -0.505 -4.100  0.27
H: 0.735 1.036 -4.998  0.26
H: -1.882 2.091 -2.650  0.26
H: -0.975 3.131 -3.772  0.28
H: -1.748 4.404 -1.689  0.28
H: 0.022 4.389 -1.848  0.26
H: 1.730 3.600 0.032  0.27
H: 1.067 3.619 1.703  0.26
H: 0.677 4.952 0.589  0.27
C: -2.402 -3.737 -2.063  -0.65
C: -1.893 -2.613 -1.181  -0.47
O: -2.415 -2.780 0.144  -0.71
P: -2.620 -0.993 -1.619  2.40
O: -2.608 -0.696 -3.166  -0.99
O: -4.151 -1.099 -1.307  -0.97
O: -2.003 0.214 -0.912  -1.10
P: -0.045 -2.514 -1.078  2.37
O: 0.372 -1.805 -2.463  -1.04
O: 0.650 -3.771 -0.853  -1.02
O: -0.037 -1.377 -0.014  -1.14
H: -3.482 -3.852 -1.965  0.24
H: -1.923 -4.662 -1.743  0.28
H: -2.147 -3.565 -3.109  0.23
H: -1.795 -2.374 0.766  0.49
H: -3.319 -1.108 -3.678  0.55
H: -4.402 -1.337 -0.402  0.55
H: 0.966 -2.407 -2.939  0.54

***

No. 2
Formula: C8H11Cl
Source: the OMol25 dataset
Level of theory: wB97M-V/def2-TZVPD

Results
electronic energy = -771.5131 a.u.
multiplicity = 1

Last column: natural (NBO) charge in e.
Element x y z (Å)
C: 4.163 -0.386 -0.448  -0.21
C: 3.000 -0.417 -0.198  -0.04
C: 1.600 -0.513 0.056  -0.13
C: 0.826 0.562 0.230  0.06
C: 1.039 -1.917 0.046  -0.60
C: -1.338 1.662 0.990  -0.61
C: -1.143 0.593 -1.365  -0.60
C: -0.693 0.570 0.156  -0.26
Cl: 1.618 2.104 0.204  0.00
H: 5.229 -0.512 -0.661  0.24
H: 1.121 -2.385 -0.889  0.22
H: 0.074 -1.767 0.376  0.21
H: 1.757 -2.527 0.699  0.23
H: -1.024 2.676 1.033  0.23
H: -2.366 1.721 0.759  0.21
H: -1.237 1.321 2.031  0.21
H: -1.432 -0.387 -1.567  0.21
H: -2.015 1.252 -1.408  0.21
H: -0.418 0.900 -2.114  0.22
H: -0.962 -0.344 0.576  0.21

***

Highest occupied orbital energy for every record listed, in sequence, given in hartree: -0.5881, -0.3174.
F_max for every record listed, in sequence, given in eV/Å: 1.4, 3.7.